Entry 1:
23
Properties=species:S:1:pos:R:3:mulliken_charge:R:1 method="wB97M-V/def2-TZVPD" smiles=CN(C)CCCCS
C -0.52633 0.05327 2.71230 -1.08
N -0.50211 0.43788 1.31043 0.06
C -0.50237 1.88967 1.18114 -1.10
C 0.63001 -0.19534 0.64269 -0.80
C 0.78094 0.25417 -0.80868 -0.53
C -0.37797 -0.18511 -1.70567 -0.75
C -0.33298 -1.66948 -2.06716 -0.55
S 0.75094 -2.07981 -3.42853 -0.21
H -0.25871 -0.99309 2.81725 0.36
H -1.51926 0.21059 3.14470 0.32
H 0.18350 0.63625 3.32705 0.38
H 0.49396 2.33676 1.21658 0.36
H -0.97352 2.18292 0.23196 0.26
H -1.09554 2.31441 1.99613 0.40
H 0.40854 -1.27288 0.65885 0.37
H 1.59190 -0.06298 1.16256 0.35
H 1.71801 -0.17534 -1.15870 0.32
H 0.89476 1.33838 -0.81663 0.39
H -0.33518 0.39058 -2.63051 0.38
H -1.31739 0.07472 -1.21632 0.35
H -0.12436 -2.23657 -1.15305 0.27
H -1.34285 -1.99046 -2.32281 0.36
H 1.75599 -1.25855 -3.09360 0.10



Entry 2:
Formula: C6H15NS
Source: the OMol25 dataset
Level of theory: ωB97M-V with the def2-TZVPD basis set

```
23
Properties=species:S:1:pos:R:3:mulliken_charge:R:1
C 0.84229 0.22648 -2.00344 -1.11
C 0.91192 -1.23259 -1.54610 -0.53
S -0.67662 -1.94253 -1.03388 -0.26
C 1.08968 1.29340 -0.87364 -0.47
N -0.08550 1.31261 -0.02358 -0.18
C 0.10562 1.77019 1.33975 -0.42
C -0.91608 1.15622 2.28877 -0.57
C -0.70695 -0.36158 2.44397 -0.96
H -0.04332 0.57283 -2.53191 0.37
H 1.67563 0.37616 -2.70190 0.36
H 1.32581 -1.87880 -2.31373 0.44
H 1.70454 -1.18647 -0.80908 0.37
H 0.59042 -3.12178 -0.28339 0.17
H 2.03927 1.11106 -0.35774 0.36
H 1.23379 2.21098 -1.45919 0.29
H -0.61661 0.46105 -0.15511 0.13
H 0.04903 2.86025 1.43631 0.25
H 1.12211 1.54707 1.68139 0.32
H -0.83894 1.64588 3.30186 0.30
H -1.92877 1.24960 1.90966 0.31
H -0.50806 -1.06382 1.62791 0.18
H 0.09280 -0.57040 3.16519 0.31
H -1.55399 -0.84937 2.91142 0.36
```



Calculated E_HOMO (eV), listed in the same order as above: -8.6, -8.4
Calculated energy relative to the best compared isomer or geometry (same formula, charge and spin) (kJ/mol), listed in the same order as above: 46.1, 271.7
Calculated orbital gap (eV), listed in the same order as above: 9.66, 7.60